157
Properties=species:S:1:pos:R:3:forces:R:3 method="wB97M-V/def2-TZVPD" orbital_gap_ev="3.38 / 4.57" charge=+1 max_force_ha_per_bohr=0.0162 multiplicity=4 e_tot_ev=-154198.38150 s2=3.76 homo_energy_ev="-8.50 / -9.69" e_lumo_ev="-5.12 / -5.12"
C -2.419390 -1.389498 -2.218100 -0.2541 0.3431 -0.1012
C -1.497453 -0.388747 -1.529050 0.1896 -0.1788 -0.1098
C -0.720052 -0.984388 -0.341403 -0.1030 -0.0088 -0.0572
C 0.765324 -0.629540 -0.356884 -0.1597 0.2461 0.0411
C 1.493123 -0.826229 0.977459 0.0852 -0.1603 0.0051
C 2.571658 0.236592 1.213402 0.0156 -0.1422 -0.2270
C 3.705101 -0.190785 2.144881 0.0556 0.2210 0.0904
C 3.412251 0.090038 3.617646 0.0851 0.0588 0.0903
C 4.384801 -0.595699 4.592530 -0.0424 -0.1162 -0.1250
C 3.738499 -1.159654 5.873465 0.1476 0.1403 -0.0214
C 4.258883 -0.515723 7.157079 -0.1473 -0.2050 0.0623
C 3.825829 -1.273361 8.408306 0.1298 -0.0290 -0.0121
C 4.117702 -0.512223 9.698163 -0.2023 -0.1682 -0.0264
C 3.453081 -1.126627 10.939936 0.1158 0.0048 -0.0100
C 2.894658 -0.073854 11.896288 0.1244 -0.0702 -0.0766
C 2.649968 -0.609662 13.302778 -0.0590 0.1241 0.0544
C 1.814739 0.337495 14.186453 0.1309 0.0530 -0.0528
C 2.602350 1.031273 15.313254 -0.2061 0.0315 0.0754
C 1.852405 0.992717 16.644248 0.0596 0.1630 -0.0856
C 2.556779 1.772789 17.756517 0.0563 -0.2957 -0.1585
S 2.017389 3.509007 17.786409 0.0083 0.2570 -0.2259
Br 3.492010 4.570479 16.589259 0.0151 -0.1174 0.0489
P 2.203740 4.087259 19.938799 0.0337 -0.1981 0.3894
C 3.299557 5.518746 19.783320 -0.0606 0.0007 -0.1468
O 3.232440 2.888787 20.374382 0.1084 0.3620 0.1992
H -3.040369 -0.879609 -2.958271 0.0086 -0.0460 -0.0320
H -3.101861 -1.855487 -1.502699 0.0951 -0.1054 -0.0061
H -1.861872 -2.152333 -2.762126 0.0145 -0.0960 0.1445
H -2.075297 0.479441 -1.202261 0.0426 0.0055 0.0132
H -0.777196 -0.021016 -2.266338 -0.0485 0.0446 -0.0178
H -1.153828 -0.621495 0.595942 -0.0188 -0.0923 -0.0018
H -0.851560 -2.071124 -0.353848 0.0773 0.0089 0.1248
H 0.850007 0.424967 -0.649768 0.0015 -0.0089 0.0453
H 1.264192 -1.201958 -1.144683 0.0330 0.0892 -0.0175
H 1.975150 -1.808525 0.994370 -0.1099 -0.0416 0.0290
H 0.760641 -0.822019 1.790917 0.0767 0.0018 0.0325
H 2.088685 1.142135 1.597757 0.1186 0.0718 -0.0735
H 2.997380 0.492570 0.238359 -0.0036 0.0382 0.0081
H 4.617914 0.344050 1.863987 0.0233 -0.0413 0.0430
H 3.923373 -1.253722 1.999237 -0.0721 -0.0029 0.0063
H 3.473393 1.173707 3.762880 -0.2161 -0.0125 0.0349
H 2.383274 -0.201014 3.853530 0.0335 -0.0648 -0.0644
H 4.882360 -1.409458 4.058628 0.0103 -0.0061 0.0255
H 5.177608 0.105850 4.865827 0.0088 -0.0264 -0.0134
H 2.655060 -1.021482 5.820237 -0.0080 -0.0785 0.0636
H 3.914037 -2.237473 5.932559 -0.0333 0.0034 -0.0067
H 3.890980 0.513535 7.227087 0.1335 0.0466 -0.0864
H 5.352190 -0.484476 7.120679 -0.0072 0.1309 0.0236
H 4.347083 -2.236364 8.431513 -0.1014 -0.0588 0.0076
H 2.756055 -1.503573 8.350066 -0.0071 0.0798 -0.0004
H 3.760197 0.515941 9.577310 0.0664 0.0125 0.0057
H 5.200550 -0.476081 9.844168 -0.0170 0.2225 0.0086
H 4.171044 -1.750345 11.481719 -0.0161 -0.0408 -0.0541
H 2.643810 -1.790059 10.619463 -0.0005 -0.0111 0.1062
H 1.958080 0.316942 11.486185 0.0375 0.0571 -0.0127
H 3.600544 0.763751 11.938169 -0.0855 0.0556 0.0642
H 3.619323 -0.778123 13.780406 -0.0171 -0.1753 -0.0228
H 2.157308 -1.581681 13.236358 -0.0017 -0.0104 -0.0252
H 1.382426 1.109676 13.545613 -0.1347 -0.0497 0.0626
H 0.973266 -0.206225 14.622510 0.0285 -0.0214 0.0098
H 3.571852 0.546845 15.453455 0.0466 0.0720 -0.0312
H 2.785659 2.076431 15.049727 0.1527 -0.0529 -0.0641
H 1.764619 -0.039961 16.988721 -0.0761 0.0121 -0.0224
H 0.840625 1.381249 16.500149 -0.0524 -0.1341 0.1089
H 2.336443 1.389648 18.751829 -0.0798 0.0757 0.0384
H 3.638750 1.786516 17.627417 0.0286 0.0097 0.1406
H 2.799252 6.322430 19.240201 0.0051 0.0234 0.0337
H 4.238777 5.258982 19.298928 0.0537 0.0230 0.0132
H 3.494172 5.867755 20.801406 -0.0304 -0.0055 -0.0131
H 3.484683 2.937388 21.314212 -0.0923 -0.1717 -0.2920
C -2.153024 -4.137513 -8.835743 -0.1059 0.0436 0.0343
C -1.594517 -4.152544 -7.407168 0.0293 0.0991 -0.4421
C -1.393555 -5.589804 -6.912912 -0.0265 -0.1003 0.1174
C -2.702980 -6.312570 -6.601326 -0.0133 0.0634 -0.0259
C -3.557856 -5.507125 -5.624725 0.1249 -0.1063 0.0407
C -3.811649 -4.066644 -6.082624 -0.3814 0.1366 -0.2332
N -2.495915 -3.439987 -6.439707 0.2246 -0.6296 0.4192
O -1.872617 -2.980484 -5.420184 -0.0067 0.3092 -0.0257
C -4.801379 -4.027046 -7.252199 0.0507 0.0224 -0.0514
C -4.427715 -3.256226 -4.949553 0.0115 0.0160 0.1852
C -0.259379 -3.416952 -7.435128 0.0815 -0.0089 0.0771
H -2.610965 -3.180103 -9.079187 0.0048 0.0008 -0.0053
H -1.338676 -4.295649 -9.542693 0.0295 0.0064 0.0366
H -2.881986 -4.920351 -9.026044 -0.0344 0.0012 0.0015
H -0.776072 -5.567129 -6.009398 -0.0191 0.0671 0.0099
H -0.827542 -6.134235 -7.673158 0.0064 -0.0081 0.0054
H -3.258688 -6.514420 -7.520690 -0.0053 0.0344 -0.0111
H -2.479631 -7.287110 -6.162942 -0.0134 -0.0187 -0.0204
H -4.524573 -5.992662 -5.468081 -0.0001 -0.0082 0.0056
H -3.054177 -5.477955 -4.653362 0.0166 0.0654 -0.0130
H -4.849002 -3.024395 -7.678164 -0.0003 0.0025 -0.0010
H -5.792859 -4.283457 -6.876634 0.0075 0.0184 0.0279
H -4.572812 -4.725630 -8.049875 0.0298 -0.0093 -0.0222
H -3.821798 -3.298178 -4.048650 0.0301 0.0263 -0.0129
H -5.416130 -3.657720 -4.719042 0.0084 -0.0265 -0.0548
H -4.539926 -2.209464 -5.235289 0.0126 -0.0043 -0.0227
H -0.398419 -2.375191 -7.726646 -0.0114 -0.0031 -0.0094
H 0.384913 -3.899412 -8.171561 -0.0180 0.0029 -0.0046
H 0.237719 -3.439362 -6.469367 -0.0290 0.0237 0.0222
C -6.500361 -2.626717 -13.202745 0.0421 -0.0344 -0.0505
C -5.452671 -2.164516 -12.180602 -0.3321 -0.2568 -0.1233
C -5.395296 -0.634869 -12.107018 0.0757 0.1233 0.0133
C -4.742010 0.008502 -13.328106 -0.0047 -0.0655 -0.0150
C -3.359541 -0.585234 -13.589020 -0.0292 0.1235 0.0911
C -3.364479 -2.113377 -13.703920 0.0000 -0.2469 -0.3791
N -4.079900 -2.679335 -12.511204 0.1394 0.7900 0.2264
O -3.325419 -2.772455 -11.481526 0.0290 -0.3243 0.0305
C -4.003798 -2.564011 -15.021649 -0.0703 -0.0313 0.0306
C -1.935787 -2.645712 -13.694538 0.0779 0.0485 0.0542
C -5.855525 -2.739858 -10.827111 0.0282 0.0375 0.0887
H -6.321883 -3.659113 -13.504294 -0.0050 -0.0031 0.0060
H -7.486576 -2.578260 -12.740882 0.0130 0.0046 0.0212
H -6.541379 -2.007789 -14.094453 0.0253 0.0026 -0.0169
H -4.832841 -0.350755 -11.212217 0.0273 -0.0629 0.0000
H -6.414206 -0.261479 -11.975075 0.0016 0.0106 0.0066
H -5.379372 -0.101479 -14.209431 -0.0015 -0.0316 -0.0015
H -4.645178 1.082245 -13.158034 -0.0179 0.0111 -0.0241
H -2.932498 -0.174521 -14.507360 0.0063 0.0095 0.0030
H -2.690424 -0.301047 -12.771076 -0.0068 -0.0653 0.0258
H -4.157091 -3.643807 -15.025641 0.0021 0.0003 -0.0009
H -3.325755 -2.316024 -15.838648 0.0260 -0.0107 0.0188
H -4.950562 -2.081498 -15.240265 -0.0196 0.0120 0.0128
H -1.381915 -2.302151 -12.825518 -0.0204 -0.0177 0.0272
H -1.427649 -2.293157 -14.593400 -0.0165 -0.0080 -0.0027
H -1.928380 -3.736223 -13.696826 -0.0111 -0.0015 -0.0047
H -5.837934 -3.830630 -10.847417 -0.0001 -0.0011 -0.0114
H -6.871154 -2.413182 -10.598280 0.0050 -0.0047 -0.0160
H -5.195510 -2.402630 -10.033228 0.0380 -0.0151 -0.0112
C 0.129868 6.421169 -1.759519 -0.0312 -0.0398 0.0551
C 1.497564 6.712191 -1.125852 -0.3791 0.0992 -0.1522
C 2.625693 6.069780 -1.941595 0.1195 -0.0825 -0.0072
C 2.683631 4.549426 -1.803853 -0.0796 0.0360 0.0423
C 2.753660 4.133370 -0.335815 0.1798 -0.0358 -0.1262
C 1.630774 4.725178 0.520504 -0.4034 -0.2576 0.0965
N 1.579853 6.205458 0.285893 0.6881 -0.1830 -0.2673
O 2.426806 6.848180 0.998455 -0.1726 0.1672 0.2074
C 0.292844 4.043580 0.207322 -0.0314 0.0667 -0.0341
C 1.913818 4.486521 1.999591 0.1181 0.0156 0.0428
C 1.668724 8.226602 -1.092688 0.0938 0.0498 0.0001
H -0.673768 6.571558 -1.038197 -0.0009 0.0084 -0.0019
H -0.028144 7.113717 -2.586315 0.0208 0.0114 0.0088
H 0.044071 5.419107 -2.169763 0.0025 -0.0271 0.0180
H 3.578931 6.494189 -1.612060 -0.0313 0.0186 0.0601
H 2.494539 6.355243 -2.988568 0.0121 0.0017 -0.0043
H 1.822666 4.086084 -2.293035 -0.0211 0.0091 0.0176
H 3.565184 4.173374 -2.325942 -0.0111 -0.0130 -0.0207
H 2.715357 3.044305 -0.244611 0.0089 0.0002 0.0026
H 3.717246 4.451861 0.074423 -0.0509 0.0677 0.0568
H -0.530848 4.571171 0.690115 0.0003 -0.0020 0.0016
H 0.321466 3.026204 0.601083 0.0163 0.0114 0.0252
H 0.075470 3.963368 -0.852563 0.0057 0.0118 -0.0253
H 2.889091 4.866431 2.291015 -0.0075 0.0392 -0.0070
H 1.887090 3.411909 2.188946 -0.0142 0.0072 -0.0089
H 1.158351 4.968595 2.621231 -0.0086 0.0012 -0.0086
H 0.906812 8.689174 -0.464143 -0.0084 -0.0087 -0.0015
H 1.560373 8.609831 -2.108439 -0.0095 -0.0127 0.0058
H 2.645010 8.515424 -0.714746 -0.0037 -0.0145 0.0416